{
  "formula": "C27H20F3NO4",
  "method": "ωB97M-V/def2-TZVPD",
  "species": ["F", "F", "F", "O", "O", "O", "O", "N", "C", "C", "C", "C", "C", "C", "C", "C", "C", "C", "C", "C", "C", "C", "C", "C", "C", "C", "C", "C", "C", "C", "C", "C", "C", "C", "C", "H", "H", "H", "H", "H", "H", "H", "H", "H", "H", "H", "H", "H", "H", "H", "H", "H", "H", "H", "H"],
  "xyz": [[1.567, -2.676, -2.433], [4.051, -2.856, 6.016], [1.589, -5.575, 2.989], [-1.784, -0.144, 2.170], [-0.736, 1.666, 1.332], [-0.233, -0.657, 4.784], [-0.561, -1.949, 2.898], [1.637, 5.325, -1.947], [2.160, -4.355, 3.309], [2.191, -1.961, 2.959], [2.711, 2.403, 1.787], [1.903, -0.668, 2.131], [3.927, -0.233, -1.133], [0.800, 3.618, 2.527], [2.759, 3.170, 0.618], [-1.387, -1.793, 0.498], [1.592, 2.464, 2.622], [1.771, 4.132, 0.373], [3.039, -4.280, 4.390], [2.986, -1.846, 4.125], [0.811, 4.383, 1.364], [3.382, -3.000, 4.814], [1.732, -3.229, 2.599], [2.222, -1.833, -1.559], [3.467, -0.147, 0.183], [2.304, -0.807, 0.631], [1.172, 1.309, 3.518], [1.718, 4.827, -0.890], [-0.027, -0.861, 3.614], [3.275, -1.065, -2.044], [1.792, -1.790, -0.224], [-2.818, -2.348, 2.400], [0.711, 0.048, 2.639], [-0.600, 0.576, 1.886], [-1.613, -1.539, 1.978], [-2.294, -1.486, -0.053], [-3.040, -2.204, 3.455], [-2.557, -3.398, 2.252], [3.305, -0.864, 4.482], [1.038, -3.383, 1.781], [1.155, -2.590, 0.136], [0.291, 1.578, 4.115], [0.075, 3.822, 3.315], [3.527, 1.730, 2.041], [3.607, -1.153, -3.077], [3.388, -5.170, 4.900], [3.536, 2.991, -0.130], [-1.268, -2.871, 0.344], [-0.566, -1.205, 0.055], [0.033, 5.133, 1.187], [4.795, 0.359, -1.430], [-3.688, -2.119, 1.787], [2.693, -0.014, 2.514], [1.960, 0.990, 4.226], [4.122, 0.363, 0.888]],
  "e_homo_ha": -0.3453,
  "smiles": "CC1(C)OC(=O)C(Cc2ccc(C#N)cc2)([C@H](c2cccc(F)c2)c2cc(F)cc(F)c2)C(=O)O1",
  "total_charge": 0,
  "fmax_ev_per_a": 4.02,
  "orbital_gap_ev": 9.419,
  "e_lumo_ha": 0.001,
  "e_tot_ev": -46153.6863
}


{
  "formula": "C27H20N3O3ReS2",
  "method": "ωB97M-V/def2-TZVPD",
  "species": ["Re", "S", "S", "O", "O", "O", "N", "N", "N", "C", "C", "C", "C", "C", "C", "C", "C", "C", "C", "C", "C", "C", "C", "C", "C", "C", "C", "C", "C", "C", "C", "C", "C", "C", "C", "C", "H", "H", "H", "H", "H", "H", "H", "H", "H", "H", "H", "H", "H", "H", "H", "H", "H", "H", "H", "H"],
  "xyz": [[-0.170, -0.664, 0.550], [1.998, -0.787, -1.103], [-1.603, -2.481, 1.496], [3.145, -1.608, -1.266], [-1.440, 1.117, 0.960], [0.654, -1.426, -1.272], [1.758, -0.235, 0.393], [0.328, -0.159, 2.530], [-2.590, 0.637, 0.468], [4.371, 0.727, 2.874], [3.258, 2.486, -3.019], [-2.939, -1.666, 0.763], [1.655, 0.181, 2.680], [-2.992, 0.249, -2.404], [2.202, 0.571, 3.916], [-4.273, -1.789, 0.946], [3.230, 1.343, -2.240], [2.121, 2.878, -3.718], [-2.581, -2.262, -3.507], [-3.208, 0.038, -3.759], [2.052, 0.613, -2.172], [-3.747, 1.204, 0.596], [0.956, 2.127, -3.651], [-2.308, -0.644, -0.119], [-5.210, -0.802, 0.525], [-2.359, -2.054, -2.157], [0.911, 0.985, -2.867], [-4.977, 0.536, 0.360], [-0.456, -0.103, 3.590], [-3.012, -1.217, -4.312], [2.481, 0.115, 1.526], [3.586, 0.850, 3.988], [-2.572, -0.797, -1.586], [3.827, 0.363, 1.630], [1.324, 0.623, 5.020], [0.008, 0.285, 4.852], [0.013, 0.381, -2.806], [-2.425, -3.246, -3.930], [4.164, 3.072, -3.083], [-2.006, -2.868, -1.533], [5.434, 0.913, 2.945], [-1.492, -0.374, 3.444], [4.460, 0.263, 0.758], [-3.542, 0.856, -4.384], [4.112, 1.005, -1.709], [1.702, 0.922, 5.990], [2.148, 3.773, -4.324], [-3.737, 2.229, 0.951], [0.080, 2.431, -4.207], [-4.650, -2.657, 1.475], [-5.828, 1.181, 0.190], [-6.246, -1.117, 0.476], [4.015, 1.145, 4.936], [-3.192, -1.380, -5.366], [-0.684, 0.303, 5.680], [-3.156, 1.237, -1.994]],
  "s_squared": 0.76,
  "e_homo_ha": [-0.3904, -0.3946],
  "multiplicity": 2,
  "total_charge": 1,
  "fmax_ev_per_a": 4.84,
  "orbital_gap_ev": [6.831, 6.913],
  "e_lumo_ha": [-0.139, -0.141],
  "e_tot_ev": -62728.2277
}


{
  "formula": "C27H21F3N2O5PS3",
  "method": "ωB97M-V/def2-TZVPD",
  "species": ["S", "S", "S", "P", "F", "F", "F", "O", "O", "O", "O", "O", "N", "N", "C", "C", "C", "C", "C", "C", "C", "C", "C", "C", "C", "C", "C", "C", "C", "C", "C", "C", "C", "C", "C", "C", "C", "C", "C", "C", "C", "H", "H", "H", "H", "H", "H", "H", "H", "H", "H", "H", "H", "H", "H", "H", "H", "H", "H", "H", "H", "H"],
  "xyz": [[-2.613, 0.769, -0.617], [-3.274, 3.199, -1.846], [0.572, -1.506, -1.136], [-0.309, -0.223, 1.368], [2.963, -0.642, -1.800], [1.229, 0.250, -2.828], [1.895, -1.785, -3.365], [-3.243, 4.564, -1.401], [-1.130, 0.686, 0.406], [-2.198, 0.108, -1.829], [-3.626, 0.186, 0.220], [-4.474, 2.601, -2.374], [-2.558, -2.813, -0.472], [-2.591, 2.334, -0.637], [-2.963, 0.268, 4.441], [-0.743, 3.393, -2.924], [2.432, -0.145, 1.953], [-2.478, 2.513, -4.389], [1.394, -5.307, 0.292], [-2.398, 0.122, 3.173], [0.213, 3.128, -3.905], [-1.010, 0.004, 3.020], [-0.173, 2.582, -5.136], [-2.145, 0.292, 5.577], [3.881, 1.657, 1.239], [2.280, -4.868, -0.709], [-1.636, -2.420, 0.120], [-2.069, 3.042, -3.164], [3.693, 0.453, 1.918], [0.680, -3.046, 0.677], [-0.758, 0.181, 5.432], [1.537, 1.683, 0.640], [0.564, -4.386, 0.942], [1.761, -2.518, -0.174], [2.800, 2.268, 0.599], [-0.189, 0.052, 4.162], [1.734, -0.921, -2.328], [1.341, 0.463, 1.298], [-0.449, -2.072, 0.929], [2.425, -3.542, -1.009], [-1.519, 2.284, -5.376], [1.262, 3.353, -3.707], [-0.207, -4.711, 1.648], [2.867, -5.605, -1.262], [0.577, 2.389, -5.905], [2.295, -1.094, 2.478], [-2.589, 0.400, 6.567], [-0.739, -2.325, 1.972], [-4.044, 0.364, 4.542], [-1.829, 1.864, -6.333], [4.869, 2.119, 1.206], [4.526, -0.036, 2.426], [-3.054, 0.100, 2.303], [-3.522, 2.258, -4.549], [2.931, 3.209, 0.066], [0.894, -0.012, 4.062], [-0.461, 3.835, -1.971], [2.451, -1.816, 0.318], [3.027, -3.182, -1.836], [0.694, 2.170, 0.147], [-0.113, 0.197, 6.311], [1.315, -6.367, 0.529]],
  "e_homo_ha": -0.1052,
  "de_lowest_kcal_mol": 5.8,
  "total_charge": -1,
  "fmax_ev_per_a": 3.66,
  "orbital_gap_ev": 4.842,
  "e_lumo_ha": 0.073,
  "e_tot_ev": -91502.2075
}


{
  "formula": "C27H21KN2PS",
  "method": "ωB97M-V/def2-TZVPD",
  "species": ["K", "S", "P", "N", "N", "C", "C", "C", "C", "C", "C", "C", "C", "C", "C", "C", "C", "C", "C", "C", "C", "C", "C", "C", "C", "C", "C", "C", "C", "C", "C", "C", "H", "H", "H", "H", "H", "H", "H", "H", "H", "H", "H", "H", "H", "H", "H", "H", "H", "H", "H", "H", "H"],
  "xyz": [[0.435, 0.896, 2.254], [0.957, 5.435, 1.483], [0.628, -1.781, 0.600], [0.828, -1.549, 2.095], [-1.609, 2.382, 1.405], [2.048, 5.302, 2.782], [-3.811, -2.617, -0.540], [0.383, 1.719, -1.657], [-1.118, -2.164, 0.078], [-3.432, -2.310, 0.759], [1.022, -0.321, -0.506], [1.739, 4.233, 3.573], [2.489, -4.197, -2.230], [2.352, 0.108, -0.554], [1.947, -4.227, 0.494], [-1.075, 3.597, 1.205], [2.593, -5.302, -0.100], [2.692, 1.317, -1.141], [1.552, -3.131, -0.265], [-2.683, 4.029, -0.539], [0.605, 3.422, 3.174], [-2.093, -2.086, 1.064], [1.842, -3.123, -1.626], [1.704, 2.133, -1.685], [-2.648, 1.994, 0.663], [-3.229, 2.768, -0.323], [0.052, 0.491, -1.086], [-1.509, -2.483, -1.222], [0.101, 4.008, 2.028], [-2.843, -2.706, -1.535], [2.862, -5.294, -1.464], [-1.612, 4.445, 0.221], [3.368, -6.134, -1.924], [2.855, 6.010, 2.911], [-3.096, 4.686, -1.296], [-0.402, 2.358, -2.043], [-1.768, -1.855, 2.074], [2.344, 4.016, 4.448], [1.963, 3.099, -2.100], [2.705, -4.176, -3.291], [3.122, -0.488, -0.076], [1.581, -2.261, -2.231], [1.752, -4.211, 1.562], [-0.768, -2.558, -2.010], [3.725, 1.644, -1.145], [-4.180, -2.245, 1.540], [-1.198, 5.432, 0.065], [-4.069, 2.391, -0.890], [-4.854, -2.792, -0.777], [-0.992, 0.202, -1.043], [2.893, -6.151, 0.503], [-3.018, 0.992, 0.865], [-3.130, -2.949, -2.551]],
  "e_homo_ha": -0.1483,
  "total_charge": -1,
  "fmax_ev_per_a": 0.94,
  "orbital_gap_ev": 6.583,
  "e_lumo_ha": 0.094,
  "e_tot_ev": -67769.0827
}